1.
Molecular formula: C23H26BrN5O4RhSSeSi
Method: DFT, ωB97M-V/def2-TZVPD

The geometry in ORCA input format:
```
! RIJCOSX wB97M-V def2-TZVPD def2/J DEFGRID3
* xyz 0 2
Rh 0.282 0.426 -0.365
O 0.512 5.666 6.063
C 0.629 4.350 5.774
O 0.762 3.552 6.665
C 0.599 3.970 4.345
C 0.833 2.624 4.028
C 0.842 2.190 2.728
C 0.616 3.087 1.665
C 0.349 4.433 1.992
C 0.344 4.858 3.296
N 0.650 2.624 0.391
C 0.673 3.406 -0.681
C 0.510 2.872 -1.964
C 0.504 3.698 -3.119
C 0.329 3.149 -4.357
C 0.162 1.757 -4.461
C 0.163 1.004 -3.309
N 0.335 1.514 -2.091
H 0.429 6.206 5.267
H 1.009 1.942 4.843
H 1.004 1.147 2.497
H 0.133 5.151 1.216
H 0.122 5.906 3.467
H 0.834 4.477 -0.585
H 0.634 4.763 -2.994
H 0.313 3.763 -5.244
H 0.029 1.286 -5.419
H 0.022 -0.071 -3.362
S -2.601 1.276 -0.368
C -1.626 -0.012 -0.354
N 3.309 -0.321 -0.925
N 2.517 0.391 0.013
H 4.258 -0.483 -0.587
H 3.329 0.173 -1.812
H 2.905 1.307 0.278
H 2.430 -0.189 0.855
C 2.107 -5.374 -2.156
Si 0.475 -4.393 -2.033
C -0.611 -5.032 -0.598
C -0.469 -4.440 -3.695
Se 1.078 -2.161 -1.764
H 1.918 -6.417 -2.392
H 2.659 -5.338 -1.222
H 2.747 -4.963 -2.931
H -0.733 -6.110 -0.655
H -1.601 -4.588 -0.619
H -0.164 -4.801 0.365
H -0.635 -5.462 -4.018
H 0.095 -3.930 -4.470
H -1.436 -3.953 -3.612
Br -5.512 -2.912 2.751
C -4.105 -2.268 1.676
C -4.330 -2.000 0.306
N -3.418 -1.624 -0.514
C -2.073 -1.424 -0.074
C -1.804 -1.700 1.383
C -2.820 -2.100 2.200
C -0.420 -1.525 1.953
O -0.138 -2.092 2.995
O 0.395 -0.788 1.300
H -5.323 -2.116 -0.111
H -1.427 -2.087 -0.691
H -2.600 -2.294 3.241
*
```

Values from the calculation:
E_tot   -7240.40622 hartree
Relative energy (zero: lowest compared OMol25 entry of this formula, charge and spin)   71.5 kcal/mol
E_HOMO (spin up / spin down)   -7.108 / -7.253 eV
Largest force on an atom   4.3 eV/A
LUMO energy (spin up / spin down)   -0.089 / -0.089 hartree

In elementary charge units, the Mulliken charges are: 0.3349 -0.4897 0.6737 -0.5468 1.0575 -1.1910 0.1170 1.0406 -1.2457 -1.2190 0.4099 -0.0532 0.4003 -1.1383 -0.3268 -0.8626 -0.3390 0.5319 0.2683 0.5000 0.3774 0.2515 0.1520 0.3056 0.4543 0.4431 0.4513 0.3647 -0.2464 -0.4469 -0.6684 -0.1079 0.2220 0.1853 0.2553 0.3441 -1.0442 0.3699 -1.0523 -1.1133 -0.2646 0.3691 0.2757 0.3002 0.4334 0.2617 0.3079 0.3682 0.2887 0.3240 -0.1758 -0.0700 -0.2836 -0.6337 2.2188 0.0700 -0.2411 0.1819 -0.7119 -0.3064 0.4277 -1.1121 0.5530

2.
Molecular formula: C5H7NO
Method: DFT, ωB97M-V/def2-TZVPD

The geometry in ORCA input format:
```
! RIJCOSX wB97M-V def2-TZVPD def2/J DEFGRID3
* xyz 0 1
C 1.164 1.347 -0.796
C 0.247 0.428 -0.038
N 0.276 0.340 1.415
C 0.332 -0.923 0.704
C -1.068 -1.338 0.302
C -1.063 -0.080 -0.587
O -1.663 0.185 -1.600
H 1.316 0.990 -1.820
H 2.131 1.442 -0.296
H 0.713 2.346 -0.861
H -0.617 0.516 1.878
H 1.152 -1.611 0.870
H -1.751 -1.413 1.149
H -1.170 -2.231 -0.321
*
```

Values from the calculation:
E_tot   -324.65097 hartree
Structure (SMILES)   C[C@]12N[C@H]1CC2=O
Relative energy (zero: lowest compared OMol25 entry of this formula, charge and spin)   46.1 kcal/mol
E_HOMO   -9.417 eV
Largest force on an atom   0.8 eV/A
LUMO energy   0.036 hartree

In elementary charge units, the Mulliken charges are: -1.1718 0.6619 -0.5601 -0.1880 -0.6453 0.3658 -0.5838 0.2842 0.3573 0.2876 0.2667 0.3933 0.2520 0.2803

3.
Molecular formula: C30H27BrN5O6Ru
Method: DFT, ωB97M-V/def2-TZVPD

The geometry in ORCA input format:
```
! RIJCOSX wB97M-V def2-TZVPD def2/J DEFGRID3
* xyz 0 6
Ru 0.113 -0.198 -0.329
C 0.561 -4.177 1.522
C 0.763 -2.679 1.418
O -0.214 -1.984 1.079
C 2.069 -2.209 1.713
C 2.450 -0.875 1.699
C 3.842 -0.452 2.072
N 1.562 0.066 1.394
N 1.840 1.329 1.599
C 0.845 2.168 1.263
O -0.291 1.785 0.897
C 1.182 3.604 1.285
C 0.200 4.544 0.971
C 0.535 5.877 0.831
C 1.842 6.290 1.035
C 2.818 5.363 1.375
C 2.493 4.025 1.500
H -0.501 -4.403 1.531
H 1.025 -4.571 2.422
H 1.021 -4.650 0.656
H 2.812 -2.958 1.942
H 4.491 -1.304 2.253
H 3.797 0.181 2.958
H 4.259 0.156 1.270
H -0.818 4.213 0.828
H -0.221 6.597 0.555
H 2.097 7.334 0.925
H 3.836 5.689 1.530
H 3.239 3.282 1.736
O -3.444 2.942 -5.832
C -2.766 3.691 -4.855
C -2.150 2.781 -3.830
C -1.323 3.314 -2.843
C -0.794 2.465 -1.890
N -1.051 1.168 -1.870
C -1.811 0.624 -2.832
C -2.371 1.415 -3.838
C -1.913 -0.836 -2.808
C -2.553 -1.556 -3.818
C -2.484 -2.941 -3.824
C -3.158 -3.719 -4.927
O -2.494 -3.550 -6.159
C -1.723 -3.558 -2.833
C -1.155 -2.778 -1.839
N -1.273 -1.461 -1.801
H -3.853 3.542 -6.464
H -3.455 4.379 -4.336
H -1.963 4.298 -5.304
H -1.091 4.367 -2.820
H -0.147 2.846 -1.112
H -2.968 0.999 -4.633
H -3.093 -1.055 -4.607
H -4.173 -3.348 -5.092
H -3.219 -4.783 -4.663
H -1.580 -3.844 -6.062
H -1.589 -4.628 -2.818
H -0.573 -3.230 -1.048
Br 5.811 1.487 -5.386
C 5.072 0.063 -4.370
C 5.584 -1.222 -4.500
N 5.088 -2.253 -3.842
C 4.073 -2.050 -3.020
C 3.514 -0.792 -2.807
C 4.019 0.298 -3.506
C 2.379 -0.603 -1.849
O 1.785 -1.618 -1.426
O 2.074 0.568 -1.519
H 6.410 -1.420 -5.168
H 3.677 -2.917 -2.506
H 3.582 1.277 -3.364
*
```

Values from the calculation:
E_tot   -4553.49929 hartree
Relative energy (zero: lowest compared OMol25 entry of this formula, charge and spin)   14.2 kcal/mol
E_HOMO (spin up / spin down)   -7.201 / -7.487 eV
Largest force on an atom   1.8 eV/A
LUMO energy (spin up / spin down)   -0.017 / -0.043 hartree

In elementary charge units, the Mulliken charges are: 0.5895 -1.6113 1.3778 -0.7948 -1.4303 1.1277 -1.3457 0.4734 -0.8313 0.3838 -0.8627 0.6858 -0.3387 -0.7615 -0.3544 -0.6283 -0.4052 0.3869 0.5043 0.2807 0.3205 0.3913 0.3244 0.3048 0.5191 0.3975 0.3907 0.3903 0.4652 -0.4903 -0.5526 0.5926 -1.3511 -0.3036 0.1954 0.1187 -0.5379 0.2531 -0.4592 0.5542 -0.8892 -0.5037 -0.9443 0.0634 0.0757 0.3074 0.3144 0.3209 0.4790 0.4676 0.5498 0.3936 0.3432 0.3483 0.3382 0.4041 0.2405 -0.1967 -0.0243 -0.1400 -0.6384 -0.1942 0.0311 -0.2702 0.8828 -0.5250 -0.6202 0.3826 0.5073 0.5275

4.
Molecular formula: C31H41Cl3N6OPPdS
Method: DFT, ωB97M-V/def2-TZVPD

The geometry in ORCA input format:
```
! RIJCOSX wB97M-V def2-TZVPD def2/J DEFGRID3
* xyz 1 1
Pd -0.386 1.596 0.415
N 3.111 3.239 -0.572
C 1.859 3.196 -0.058
O 0.952 2.615 -0.777
C 1.592 3.786 1.187
C 2.647 4.322 1.969
N 3.539 4.691 2.599
C 0.265 3.811 1.669
N -0.817 3.756 2.074
H 3.767 3.909 -0.199
H 3.184 3.048 -1.560
N -0.411 0.984 3.566
C -1.557 0.656 2.949
N -1.763 0.717 1.649
C -3.082 0.348 1.332
C -3.663 0.358 0.069
C -4.979 -0.047 -0.062
C -5.721 -0.463 1.044
C -5.155 -0.473 2.305
C -3.836 -0.060 2.429
S -2.889 0.065 3.885
H 0.236 1.575 3.070
H -0.416 1.088 4.567
H -3.092 0.677 -0.791
H -5.438 -0.041 -1.041
H -6.747 -0.778 0.916
H -5.723 -0.784 3.171
Cl -5.245 3.934 -2.245
C -3.913 4.758 -1.418
Cl -3.090 5.866 -2.516
Cl -4.490 5.597 0.018
C -2.952 3.733 -0.996
N -2.201 2.938 -0.661
C -1.062 -4.201 1.043
C -0.707 -3.235 2.167
C 0.294 -2.177 1.673
C 0.076 -1.847 0.180
C -1.408 -1.992 -0.157
C -1.825 -3.467 -0.069
P 0.800 -0.230 -0.265
C 0.897 -0.074 -2.097
C 1.323 -1.369 -2.842
C 0.150 -2.058 -3.531
C -0.495 -1.150 -4.590
C -0.350 0.335 -4.232
C -0.373 0.542 -2.721
C 2.553 -0.182 0.284
C 2.802 0.168 1.752
C 4.262 0.609 1.938
C 5.219 -0.179 1.030
C 4.650 -1.558 0.722
C 3.360 -1.445 -0.107
H -1.654 -5.036 1.419
H -0.139 -4.637 0.648
H -0.278 -3.767 3.017
H -1.618 -2.750 2.533
H 1.313 -2.540 1.821
H 0.194 -1.269 2.274
H 0.632 -2.567 -0.431
H -1.654 -1.589 -1.138
H -1.975 -1.414 0.567
H -1.661 -3.964 -1.028
H -2.899 -3.510 0.126
H 1.696 0.665 -2.214
H 1.834 -2.069 -2.184
H 2.059 -1.088 -3.600
H -0.591 -2.352 -2.784
H 0.496 -2.986 -3.988
H -1.552 -1.404 -4.688
H -0.043 -1.336 -5.565
H -1.142 0.918 -4.702
H 0.593 0.729 -4.623
H -1.278 0.085 -2.308
H -0.417 1.602 -2.476
H 2.942 0.661 -0.298
H 2.586 -0.698 2.378
H 2.136 0.964 2.079
H 4.538 0.472 2.985
H 4.349 1.677 1.733
H 6.199 -0.262 1.499
H 5.377 0.357 0.088
H 4.451 -2.087 1.658
H 5.372 -2.164 0.173
H 2.767 -2.351 0.033
H 3.616 -1.394 -1.167
*
```

Values from the calculation:
E_tot   -3857.50221 hartree
Relative energy (zero: lowest compared OMol25 entry of this formula, charge and spin)   0.0 kcal/mol
E_HOMO   -11.092 eV
Largest force on an atom   0.8 eV/A
LUMO energy   -0.132 hartree

In elementary charge units, the Mulliken charges are: 0.1253 -0.1501 0.8404 -0.8709 0.5342 -0.4578 -0.4979 -0.0355 -0.5478 0.2333 0.3176 -0.1161 -0.0423 0.8923 -0.8634 0.1210 -1.3515 -0.7177 -0.5029 0.8630 -0.2991 -0.0062 0.2683 0.4287 0.5095 0.4401 0.4426 -0.0888 0.7859 -0.0834 -0.0723 -0.3977 -0.2598 -0.7853 -0.8661 -0.7960 0.8178 0.0371 -1.1867 -0.3075 0.8476 -1.1851 -0.2941 -0.9571 -1.1939 -0.3314 0.5985 -0.3261 -0.6429 -0.7758 -0.8989 -0.6409 0.5323 0.3282 0.5644 0.1900 0.4179 -0.0182 1.4627 0.3951 -1.0556 0.2419 0.5135 0.6905 0.4162 0.5835 -0.3552 0.6226 0.3746 0.3800 0.4592 0.3800 -0.2807 0.4585 0.6204 0.4696 -0.6329 0.4904 0.1131 0.4857 0.2857 0.3252 0.5308 0.0647 0.3920

5.
Molecular formula: C7H10
Method: DFT, ωB97M-V/def2-TZVPD

The geometry in ORCA input format:
```
! RIJCOSX wB97M-V def2-TZVPD def2/J DEFGRID3
* xyz 0 1
C -1.310 -1.810 1.026
C -0.334 -0.976 1.491
C -0.152 0.443 1.152
C 0.056 0.860 -0.109
C -0.131 2.273 -0.589
C 0.417 -0.124 -1.179
C 1.455 -0.945 -1.214
H -1.322 -2.257 0.034
H -1.722 -2.496 1.769
H 0.385 -1.433 2.178
H -0.342 1.251 1.853
H -1.147 2.594 -0.355
H -0.094 2.279 -1.679
H 0.613 2.946 -0.168
H -0.365 -0.057 -1.939
H 1.840 -1.339 -0.270
H 2.153 -1.209 -1.999
*
```

Values from the calculation:
E_tot   -272.53966 hartree
Structure (SMILES)   C=C/C=C(/C)C=C
Relative energy (zero: lowest compared OMol25 entry of this formula, charge and spin)   111.9 kcal/mol
E_HOMO   -8.035 eV
Largest force on an atom   2.6 eV/A
LUMO energy   0.014 hartree

In elementary charge units, the Mulliken charges are: -0.6329 -0.5052 -0.2639 0.7087 -1.3196 -0.5856 -0.5731 0.2692 0.2848 0.3472 0.3859 0.3254 0.3801 0.3098 0.3608 0.2188 0.2895

6.
Molecular formula: C18H27Cl10NO4
Method: DFT, ωB97M-V/def2-TZVPD

The geometry in ORCA input format:
```
! RIJCOSX wB97M-V def2-TZVPD def2/J DEFGRID3
* xyz 0 1
O 1.765 -1.793 0.613
C 2.787 -0.912 0.793
O 3.676 -1.228 1.957
N 2.965 0.272 -0.131
O 2.816 1.455 0.502
C 1.574 2.147 0.021
O 1.528 3.439 -0.327
C 0.216 1.170 0.006
C -0.090 0.097 -1.236
C -1.423 -0.859 -1.151
C -2.420 -0.695 0.182
C -2.112 0.356 1.412
C -0.782 1.313 1.330
H 3.056 -1.670 2.624
H 3.897 0.188 -0.603
H 0.713 0.062 -2.105
H -1.670 -1.655 -1.992
H -3.370 -1.417 0.203
H -2.787 0.473 2.383
H -0.514 2.082 2.174
Cl 0.753 3.763 4.012
C -0.792 3.939 4.881
C -1.058 2.775 5.822
Cl -1.383 1.260 4.942
H -1.589 4.047 4.138
H -0.730 4.871 5.451
H -1.943 2.984 6.431
H -0.214 2.601 6.497
Cl 0.198 0.379 -5.813
C 1.927 -0.030 -5.943
C 2.484 -0.588 -4.643
Cl 2.567 0.648 -3.362
H 2.465 0.868 -6.260
H 2.016 -0.778 -6.736
H 3.505 -0.949 -4.800
H 1.882 -1.423 -4.270
Cl 2.947 -5.441 5.730
C 3.869 -3.918 5.685
C 2.967 -2.698 5.787
Cl 1.963 -2.481 4.332
H 4.460 -3.906 4.764
H 4.560 -3.941 6.533
H 3.575 -1.794 5.890
H 2.301 -2.760 6.653
Cl -4.561 1.526 -0.844
C -4.601 3.245 -0.377
C -3.253 3.922 -0.561
Cl -2.037 3.327 0.598
H -4.945 3.306 0.661
H -5.350 3.728 -1.012
H -3.351 4.999 -0.392
H -2.860 3.771 -1.572
Cl -3.882 -2.897 -6.694
C -2.153 -3.306 -6.824
C -1.596 -3.863 -5.524
Cl -1.513 -2.628 -4.243
H -1.615 -2.408 -7.141
H -2.064 -4.054 -7.617
H -0.575 -4.224 -5.682
H -2.198 -4.698 -5.152
*
```

Values from the calculation:
E_tot   -5659.24449 hartree
Structure (SMILES)   O=C(O)NOC(=O)c1ccccc1.ClCCCl.ClCCCl.ClCCCl.ClCCCl.ClCCCl
Relative energy (zero: lowest compared OMol25 entry of this formula, charge and spin)   272.5 kcal/mol
E_HOMO   -7.695 eV
Largest force on an atom   9.3 eV/A
LUMO energy   0.017 hartree

In elementary charge units, the Mulliken charges are: -0.4786 0.4444 -0.3992 -0.1049 -0.2291 0.2712 -0.5269 0.7002 0.6553 0.1349 -0.6863 -0.2518 -0.2293 0.2071 0.3464 -0.4287 -0.1967 0.3003 0.2298 0.1188 -0.1760 -0.4643 -0.4441 -0.1455 0.2782 0.3645 0.2918 0.3187 -0.1635 -0.4193 -0.4693 -0.1493 0.3282 0.2886 0.3751 0.2484 -0.1808 -0.3854 -0.4719 -0.1815 0.2920 0.3035 0.2774 0.3670 -0.1364 -0.4601 -0.6114 0.0666 0.2925 0.3371 0.2793 0.3278 -0.1833 -0.3608 -0.5358 -0.1607 0.2560 0.3143 0.2805 0.3350

Look up the largest force on an atom of the fifth one. 2.6 eV/A